Model 1:
C4H11NS | ωB97M-V/def2-TZVPD

Last column: Mulliken charge in e.
CARTESIAN COORDINATES (ANGSTROEM)
C1 2.540 -2.710 -0.985  -1.18
C2 2.350 -1.219 -0.522  -0.32
S1 0.734 -0.512 -1.131  -0.26
H1 1.689 -3.313 -0.752  0.39
H2 2.841 -2.847 -2.002  0.35
H3 3.286 -3.015 -0.191  0.30
H4 2.334 -1.219 0.574  0.30
H5 3.220 -0.583 -0.916  0.31
C3 -2.373 2.013 0.992  0.09
C4 -3.580 1.817 1.626  -0.72
N1 -1.094 1.686 1.412  -0.42
H6 -2.201 2.632 0.038  0.18
H7 -4.332 2.496 1.247  0.24
H8 -3.715 0.948 2.386  0.24
H9 -0.960 1.768 2.436  0.20
H10 0.485 -1.507 -2.003  0.11
H11 -0.352 1.620 0.729  0.18

Summary:
LUMO energy = 0.951 eV
HOMO-LUMO gap = 8.829 eV
total charge = 0


Model 2:
C4H11NS | ωB97M-V/def2-TZVPD

Last column: Mulliken charge in e.
CARTESIAN COORDINATES (ANGSTROEM)
C1 -1.187 -0.602 0.509  -0.39
N1 -0.104 0.430 0.565  -0.44
C2 0.338 0.836 -0.800  -0.38
C3 1.816 0.548 -0.986  -0.77
S1 2.534 0.591 -2.670  -0.22
C4 -1.539 -0.889 1.940  -1.19
H1 -0.792 -1.499 0.017  0.34
H2 -2.040 -0.224 -0.067  0.34
H3 -0.633 1.215 0.936  0.26
H4 -0.359 0.347 -1.491  0.35
H5 0.285 1.925 -0.934  0.31
H6 2.067 -0.376 -0.456  0.36
H7 2.374 1.344 -0.498  0.31
H8 2.171 -0.637 -3.120  0.11
H9 -1.943 -0.043 2.505  0.32
H10 -0.694 -1.280 2.506  0.32
H11 -2.294 -1.687 2.043  0.36

Summary:
LUMO energy = 0.994 eV
HOMO-LUMO gap = 10.043 eV
total charge = 0


Model 3:
C4H11NS | ωB97M-V/def2-TZVPD

Last column: Mulliken charge in e.
CARTESIAN COORDINATES (ANGSTROEM)
C1 1.489 0.195 -1.081  -0.56
C2 0.576 -0.961 -0.693  -0.50
C3 -0.578 -0.370 0.168  -0.78
S1 -0.385 -1.037 1.978  -0.12
C4 -1.473 0.309 2.675  -0.84
N1 0.926 0.933 -2.239  -0.49
H1 1.709 0.764 -0.161  0.27
H2 2.406 -0.343 -1.370  0.31
H3 0.121 -1.320 -1.620  0.30
H4 1.058 -1.775 -0.043  0.35
H5 -0.519 0.743 -0.001  0.43
H6 -1.636 -0.666 -0.158  0.35
H7 -2.378 0.594 2.038  0.23
H8 -0.674 1.055 2.649  0.26
H9 -2.070 -0.002 3.523  0.37
H10 1.457 0.934 -3.091  0.20
H11 -0.030 0.946 -2.573  0.21

Summary:
LUMO energy = 1.011 eV
HOMO-LUMO gap = 9.557 eV
total charge = 0


Model 4:
C4H11NS | ωB97M-V/def2-TZVPD

Last column: Mulliken charge in e.
CARTESIAN COORDINATES (ANGSTROEM)
C1 -0.322 -2.431 -0.240  -1.15
C2 -0.473 -1.256 -1.184  -0.36
S1 0.972 -0.127 -1.248  -0.15
H1 -0.485 -2.109 0.788  0.31
H2 0.645 -2.931 -0.217  0.32
H3 -1.066 -3.204 -0.438  0.34
H4 -1.318 -0.597 -0.995  0.30
H5 -0.568 -1.540 -2.233  0.35
C3 -0.211 2.542 0.339  -0.84
C4 1.027 0.390 0.515  -0.67
N1 -0.133 1.194 0.836  -0.25
H6 0.686 3.107 0.644  0.29
H7 -1.118 3.030 0.680  0.33
H8 -0.248 2.495 -0.750  0.27
H9 1.958 0.952 0.630  0.31
H10 1.036 -0.535 1.073  0.37
H11 -0.382 1.017 1.803  0.23

Summary:
LUMO energy = 1.032 eV
HOMO-LUMO gap = 9.471 eV
total charge = 0


Decreasing stability: model 4, model 2, model 3, model 1


Model 1:
C4H11NS | ωB97M-V/def2-TZVPD

Last column: Mulliken charge in e.
CARTESIAN COORDINATES (ANGSTROEM)
C1 -1.541 2.955 -2.052  -0.95
S1 -0.558 2.027 -0.859  -0.02
C2 -0.455 0.404 -1.677  -0.65
H1 -2.440 2.357 -2.239  0.29
H2 -1.092 3.103 -3.031  0.31
H3 -1.944 3.837 -1.565  0.32
H4 -0.270 -0.305 -0.880  0.17
H5 -1.271 0.373 -2.397  0.27
H6 0.407 0.350 -2.351  0.27
C3 1.351 -2.879 2.174  -0.71
C4 0.976 -0.623 2.064  -0.36
N1 1.882 -1.507 2.127  -0.39
H7 0.532 -3.014 2.887  0.32
H8 2.172 -3.585 2.275  0.26
H9 0.938 -3.137 1.195  0.27
H10 1.288 0.368 1.735  0.33
H11 0.023 -0.724 2.592  0.28

Summary:
LUMO energy = 0.889 eV
HOMO-LUMO gap = 9.392 eV
total charge = 0


Model 2:
C4H11NS | ωB97M-V/def2-TZVPD

Last column: Mulliken charge in e.
CARTESIAN COORDINATES (ANGSTROEM)
C1 -0.245 -0.821 0.967  -0.78
C2 -1.211 -1.160 -0.206  -0.70
S1 -2.198 0.297 -0.696  -0.23
C3 0.813 0.216 0.783  -0.39
N1 2.002 -0.112 0.014  -0.45
C4 2.914 1.066 -0.132  -0.79
H1 -0.729 -0.848 1.946  0.42
H2 0.229 -1.831 1.013  0.32
H3 -1.696 -2.102 0.102  0.37
H4 -0.697 -1.389 -1.145  0.30
H5 -2.956 0.407 0.399  0.12
H6 0.427 1.135 0.347  0.44
H7 1.100 0.396 1.825  0.27
H8 1.760 -0.265 -0.955  0.26
H9 3.969 0.795 -0.247  0.26
H10 2.748 1.786 0.677  0.31
H11 2.641 1.489 -1.111  0.29

Summary:
LUMO energy = 0.942 eV
HOMO-LUMO gap = 9.676 eV
total charge = 0


Decreasing stability: model 2, model 1